{
  "formula": "C26H50IrP2Si",
  "method": "ωB97M-V with the def2-TZVPD basis set",
  "spin_multiplicity": 5,
  "homo_ha": [-0.264, -0.394],
  "total_charge": 1,
  "relative_energy_ev": 1.0031,
  "largest_force_ev_per_a": 2.76,
  "homo_lumo_gap_ev": [5.26, 6.03],
  "lumo_energy_ev": [-1.92, -4.69],
  "elements": ["Ir", "C", "C", "C", "C", "C", "C", "H", "H", "H", "C", "H", "H", "H", "C", "H", "H", "H", "C", "H", "H", "H", "C", "H", "H", "H", "C", "C", "C", "C", "C", "C", "C", "C", "H", "H", "H", "H", "H", "H", "H", "H", "H", "H", "H", "H", "P", "C", "C", "P", "C", "C", "C", "H", "H", "H", "H", "H", "H", "H", "H", "H", "H", "H", "H", "H", "H", "C", "Si", "C", "C", "H", "H", "H", "H", "H", "H", "H", "H", "H"],
  "positions_angstrom": [[0.475, 0.866, -0.016], [0.233, 2.920, -0.728], [-0.445, 2.779, 0.560], [1.832, 3.112, 0.956], [1.638, 3.153, -0.444], [0.580, 2.827, 1.577], [-0.433, 3.296, -2.023], [-1.503, 3.088, -2.009], [0.028, 2.751, -2.856], [-0.312, 4.374, -2.222], [2.613, 3.580, -1.482], [2.360, 3.147, -2.458], [3.633, 3.291, -1.212], [2.609, 4.673, -1.610], [3.091, 3.403, 1.698], [3.092, 4.424, 2.106], [3.968, 3.325, 1.047], [3.216, 2.724, 2.552], [0.329, 2.819, 3.047], [0.473, 3.822, 3.484], [1.026, 2.134, 3.556], [-0.696, 2.501, 3.268], [-1.898, 3.081, 0.795], [-2.024, 4.153, 1.018], [-2.284, 2.521, 1.649], [-2.517, 2.870, -0.075], [-1.564, -3.114, -1.578], [-2.533, -2.219, -1.932], [-3.911, -2.235, -1.357], [-4.054, -2.666, 0.130], [-3.036, -2.183, 1.089], [-1.983, -2.947, 1.500], [-1.572, -4.207, 0.816], [-1.817, -4.313, -0.725], [-4.547, -2.930, -1.931], [-4.187, -3.751, 0.182], [-4.374, -1.246, -1.495], [-2.813, -4.735, -0.911], [-0.594, -3.093, -2.081], [-2.451, -1.652, -2.878], [-1.125, -5.092, -1.076], [-0.504, -4.392, 1.018], [-1.460, -2.801, 2.455], [-2.102, -5.066, 1.257], [-5.018, -2.260, 0.464], [-3.310, -1.259, 1.602], [-0.475, -0.367, -1.612], [0.187, -0.826, -3.183], [-2.081, 0.494, -1.550], [0.121, -0.681, 1.593], [-0.368, -1.449, -0.053], [-1.278, -0.128, 2.575], [1.242, -1.560, 2.669], [1.277, -0.926, -3.131], [-0.061, -0.009, -3.876], [-0.246, -1.759, -3.569], [-2.892, -0.082, -1.069], [-2.354, 0.744, -2.589], [-1.953, 1.418, -0.962], [0.945, -2.614, 2.785], [1.175, -1.048, 3.643], [2.279, -1.496, 2.320], [0.174, -2.398, -0.202], [-1.455, -1.559, -0.004], [-0.858, 0.357, 3.469], [-1.910, -0.960, 2.904], [-1.888, 0.594, 2.013], [3.440, 0.542, -1.985], [2.584, -0.090, -0.402], [2.718, -2.011, -0.543], [3.849, 0.326, 0.972], [4.201, 1.288, -1.713], [3.958, -0.302, -2.463], [2.767, 0.993, -2.721], [3.795, -2.195, -0.705], [2.420, -2.547, 0.368], [2.172, -2.428, -1.399], [4.532, -0.532, 1.076], [3.410, 0.542, 1.952], [4.447, 1.196, 0.664]],
  "lowdin_spin": [1.3118, 0.0831, 0.1911, 0.2752, 0.3015, 0.2016, 0.0088, -0.0002, 0.0018, 0.0007, 0.0408, 0.0042, 0.0030, 0.0174, 0.0338, 0.0137, 0.0011, 0.0060, 0.0179, 0.0071, 0.0038, -0.0001, 0.0398, 0.0132, 0.0040, 0.0009, 0.0343, 0.0039, 0.0015, 0.0014, 0.0089, 0.0174, 0.0038, 0.0074, -0.0001, 0.0001, 0.0005, 0.0012, 0.0011, 0.0046, 0.0004, 0.0006, 0.0042, 0.0002, 0.0003, 0.0009, 0.3006, 0.0571, 0.0660, 0.2525, 0.1535, 0.0438, 0.0485, 0.0023, 0.0076, 0.0116, 0.0052, 0.0049, 0.0199, 0.0100, 0.0032, 0.0030, 0.0146, 0.0188, 0.0028, 0.0100, 0.0055, 0.0330, 0.1696, 0.0361, 0.0251, 0.0014, 0.0040, 0.0023, 0.0056, 0.0002, 0.0001, 0.0037, 0.0018, 0.0008]
}